Formula: C7H11N3O3PtS2
Source: OMol25
Level of theory: ωB97M-V/def2-TZVPD

The geometry in XYZ format:
```
27
Properties=species:S:1:pos:R:3
Pt -0.9106 -0.4023 0.4929
N -2.7491 -1.4158 1.2803
C -3.4705 -2.0381 0.1484
C -2.5290 -2.4265 -0.9594
O -2.7115 -3.3201 -1.7311
N -1.3600 -1.6091 -1.0616
C -0.4283 -1.8668 -2.1010
C 1.8798 -1.9984 -0.6367
O 2.3163 -2.9303 -1.1443
O 1.5679 -1.0452 -0.0111
H -2.4271 -2.1148 1.9478
H -3.3606 -0.7818 1.7867
H -4.1631 -1.3049 -0.2689
H -4.0426 -2.9136 0.4501
H -0.0781 -0.9946 -2.6401
H -0.5045 -2.8056 -2.6353
S -0.9894 1.7894 0.9598
C 0.7331 2.2118 0.9064
N 1.2660 2.8876 -0.0642
C 2.7099 3.1875 0.0405
C 3.1892 2.6213 1.3934
S 1.7493 1.8199 2.1975
H 0.7249 3.1939 -0.8647
H 2.8478 4.2650 -0.0208
H 3.2260 2.7270 -0.7993
H 3.5517 3.3964 2.0627
H 3.9624 1.8679 1.2721
```

As for the multiplicity: 5. As for the orbital gap (alpha / beta): 7.889 / 5.950 eV. Its total charge is +2. Its expectation value of S² is 6.0240.